# C5H8N2

A single C5H8N2 molecule (ωB97M-V/def2-TZVPD, the Open Molecules 2025 dataset).

Geometry as XYZ:
```
15
Properties=species:S:1:pos:R:3:forces:R:3
C 0.635 -0.402 2.256 0.025 -0.031 0.134
N 0.077 -0.397 0.920 -0.027 0.070 -0.258
C -0.011 0.658 0.114 0.005 -0.189 -0.065
N -0.377 0.205 -1.089 0.036 -0.002 -0.003
C -0.565 -1.192 -1.138 0.146 0.218 0.389
C -0.442 1.024 -2.285 -0.038 0.095 -0.104
C -0.263 -1.521 0.168 0.024 -0.181 0.026
H 1.559 -0.987 2.250 -0.120 0.095 0.086
H 0.864 0.618 2.568 -0.068 -0.130 -0.033
H -0.069 -0.849 2.962 0.080 0.069 -0.083
H 0.164 1.684 0.407 0.062 -0.161 -0.087
H -1.469 1.092 -2.650 0.135 -0.016 0.072
H -0.049 2.027 -2.089 -0.091 -0.176 -0.003
H 0.170 0.531 -3.043 -0.121 0.157 0.029
H -0.222 -2.491 0.648 -0.048 0.181 -0.100
```
Positions in Å, forces in eV/Å.

Summary:
E_HOMO: -7.6768 eV
DFT total energy: -304.7507 a.u.
2S+1: 1
lowest unoccupied orbital energy: 0.753 eV
largest force on an atom: 0.47 eV Å⁻¹